Entry 1:
This record from the Open Molecules 2025 dataset describes a structure of composition C4H7NS2. The level of theory is ωB97M-V with the def2-TZVPD basis set.

Last column: natural (NBO) charge in e.
Cartesian coordinates (Å):
C (0.9644, -0.6333, 0.9999)  0.0682
C (0.2149, 0.4724, 0.2226)  -0.3368
C (-1.0137, 1.4830, 0.3976)  -0.3864
C (-1.0913, 0.1990, -0.5846)  -0.2756
H (3.9073, -1.5126, -1.2002)  0.1376
H (0.5018, -1.4377, 1.7416)  0.2158
H (0.8032, 0.6680, -0.6648)  0.2454
H (-0.9840, 2.3027, -0.1647)  0.2181
H (-1.2233, 1.2879, 1.4177)  0.2392
H (-1.1694, 0.5773, -1.5715)  0.2140
H (-3.5636, -0.6670, -0.5181)  0.1479
N (2.0746, -1.2093, 0.6302)  -0.5523
S (2.8743, -0.2703, -0.4920)  0.1525
S (-2.2952, -1.2600, -0.2137)  -0.0876

Computed properties:
**LUMO level**: 0.131 eV
**ΔE to the lowest compared entry with this formula, charge and spin**: 5.256 eV
**HOMO-LUMO gap**: 8.8570 eV

***

Entry 2:
This record from the Open Molecules 2025 dataset describes a cluster of 2 separate species, C5H12N5O3 in total. The level of theory is ωB97M-V with the def2-TZVPD basis set.

Last column: natural (NBO) charge in e.
Cartesian coordinates (Å):
C (-0.0049, 0.3499, -0.7289)  0.3475
C (-1.0473, -0.1735, -0.0949)  0.2645
C (2.0328, 1.1165, 0.4042)  0.4656
C (3.0123, -0.0838, 0.3109)  0.4463
C (-3.2373, 0.7088, -0.4772)  -0.4231
N (0.7927, 1.1741, -0.0058)  -0.5625
N (2.7638, -1.0690, -0.5315)  -0.2272
N (0.4590, -0.1091, -1.9670)  -0.7755
N (2.4513, 2.0677, 1.1554)  -0.7068
N (-2.2721, -0.0036, 0.2685)  -0.4330
O (-4.3778, -1.3188, 1.2924)  -0.9596
O (3.6028, -2.1542, -0.4267)  -0.5641
O (4.0113, 0.0365, 1.1004)  -0.6516
H (-3.6401, 1.3704, 0.1922)  0.2159
H (-2.6895, 1.1885, -1.3439)  0.2286
H (-4.0706, 0.0562, -0.7585)  0.2298
H (-4.7255, -2.1727, 1.1145)  0.4903
H (0.0327, -0.9378, -2.3524)  0.3878
H (1.4353, -0.3417, -1.9211)  0.4118
H (1.7499, 2.7477, 1.2192)  0.4188
H (-5.2228, -0.7882, 1.1589)  0.4869
H (3.3580, 2.2115, 1.4902)  0.4296
H (3.6761, -2.5471, -1.2762)  0.4940
H (-2.6541, -0.5434, 1.0261)  0.4514
H (4.5639, -0.7850, 1.1510)  0.5347

Computed properties:
**Charge**: +1
**LUMO level**: -3.328 eV
**ΔE to the lowest compared entry with this formula, charge and spin**: 2.366 eV
**HOMO-LUMO gap**: 8.9051 eV

***

Entry 3:
This record from the Open Molecules 2025 dataset describes a structure of composition C22H23BrCsN7O2S2. The level of theory is ωB97M-V with the def2-TZVPD basis set.

Last column: Löwdin charge in e.
Cartesian coordinates (Å):
Cs (-0.8676, -0.0411, -1.8463)  1.3515
C (1.9889, 6.0223, -2.2805)  -0.0029
C (2.6591, 4.7152, -2.1056)  -0.3408
N (3.9372, 4.5181, -2.0010)  0.1131
N (4.0581, 3.1683, -1.8863)  0.0168
C (2.8815, 2.5154, -1.9164)  -0.8017
S (2.5937, 0.8690, -1.8297)  0.5563
N (1.9834, 3.5259, -2.0376)  -0.0848
N (0.6042, 3.3430, -2.2637)  0.1416
H (2.7357, 6.8105, -2.2377)  0.0858
H (1.2493, 6.2017, -1.4994)  0.0853
H (1.4811, 6.0556, -3.2451)  0.0911
H (4.9571, 2.7295, -1.7975)  0.1478
H (0.3645, 2.4952, -1.7447)  -0.0202
H (0.1169, 4.0691, -1.7379)  0.0995
Br (-0.5789, -4.6293, 1.2728)  0.8497
C (-1.5344, -3.2207, 2.1192)  -0.6541
C (-2.6665, -2.7047, 1.5064)  -0.1129
C (-3.3602, -1.6760, 2.1183)  -0.0117
C (-2.9107, -1.1877, 3.3421)  -0.2697
C (-1.8137, -1.7482, 3.9718)  -0.0406
C (-1.0963, -2.7618, 3.3483)  -0.1128
N (-3.6589, -0.2082, 4.1226)  0.0576
N (-4.0391, 0.8570, 3.6332)  0.0702
C (-3.4821, 1.3123, 2.3855)  -0.2646
C (-4.3342, 1.7537, 1.4066)  -0.0403
C (-3.8663, 2.0484, 0.1252)  -0.0160
C (-2.5036, 1.9605, -0.2059)  -0.5046
O (-2.0466, 2.1410, -1.3777)  -0.3922
C (-1.5930, 1.6132, 0.8831)  -0.2015
N (-0.2601, 1.6290, 0.5996)  0.0306
C (0.5979, 1.4063, 1.5562)  -0.1491
C (0.2092, 1.1909, 2.8988)  -0.0427
C (-1.1188, 1.1429, 3.2021)  -0.0199
C (-2.0852, 1.3216, 2.1763)  -0.1143
H (-3.0043, -3.1069, 0.5606)  0.1062
H (-4.2380, -1.2615, 1.6442)  0.1225
H (-1.5170, -1.3839, 4.9460)  0.1180
H (-0.2247, -3.1950, 3.8172)  0.1023
H (-5.3953, 1.8194, 1.6174)  0.1139
H (-4.5566, 2.3623, -0.6467)  0.1066
H (1.6471, 1.4239, 1.2744)  0.0922
H (0.9657, 1.0741, 3.6631)  0.1032
H (-1.4549, 0.9987, 4.2218)  0.1104
O (0.1350, -2.3092, -2.4405)  -0.8669
S (1.1176, -2.8085, -1.4165)  0.8483
C (1.0712, -4.6200, -1.4014)  -0.4050
C (2.0256, -5.0955, -2.4863)  -0.2296
C (3.2513, -4.2065, -2.3414)  -0.2313
C (2.7295, -2.7749, -2.2724)  -0.3153
H (0.0257, -4.8922, -1.5402)  0.0719
H (1.3824, -4.9335, -0.4029)  0.0253
H (1.5700, -4.9522, -3.4680)  0.1194
H (2.2619, -6.1540, -2.3773)  0.1159
H (3.9617, -4.3199, -3.1604)  0.1161
H (3.7771, -4.4570, -1.4164)  0.1157
H (2.4745, -2.3742, -3.2549)  0.0994
H (3.3930, -2.0711, -1.7748)  0.0615

Computed properties:
**LUMO level**: 0.117 eV
**ΔE to the lowest compared entry with this formula, charge and spin**: 1.321 eV
**HOMO-LUMO gap**: 6.7430 eV

***

Entry 4:
This record from the Open Molecules 2025 dataset describes a cluster of 9 separate species, C28H59F3O34P2S6 in total. The level of theory is ωB97M-V with the def2-TZVPD basis set.

Last column: Mulliken spin population.
Cartesian coordinates (Å):
C (0.3054, -6.7085, 1.9719)  0.0000
C (-0.0029, -5.8644, 3.2782)  -0.0001
O (1.0942, -5.6335, 4.0567)  0.0000
C (1.5761, -6.5930, 4.8915)  0.0000
O (0.9413, -7.5958, 5.3216)  0.0000
C (2.8307, -6.0297, 5.7066)  0.0000
F (2.3386, -5.6746, 6.8880)  0.0000
F (3.6694, -6.9817, 5.9527)  0.0000
F (3.5047, -4.9906, 5.0248)  0.0000
H (0.9650, -6.0593, 1.3962)  0.0000
H (-0.6899, -6.8619, 1.5548)  0.0000
H (0.7406, -7.7045, 2.0532)  0.0000
H (-0.8042, -6.3061, 3.8705)  0.0000
H (-0.3768, -4.8550, 3.1068)  0.0001
C (4.0642, -1.1443, 1.8798)  -0.0002
C (2.6347, -1.0038, 1.5559)  -0.0005
O (2.3374, 0.1546, 2.3421)  -0.0009
S (2.9354, -0.0274, 3.8960)  -0.0003
O (2.1390, -0.9452, 4.6527)  0.0001
O (3.2303, 1.2164, 4.6049)  0.0000
O (4.2921, -0.7554, 3.2183)  0.0000
H (4.6623, -0.5736, 1.1695)  0.0001
H (4.3940, -2.1546, 1.6374)  0.0000
H (2.1034, -1.9089, 1.8503)  0.0010
H (2.4960, -0.7491, 0.5052)  0.0007
C (-5.8249, -0.6637, 1.2698)  0.0095
C (-6.7709, 0.1761, 0.2836)  -0.0013
O (-6.6149, 1.4454, 0.7199)  0.0016
S (-6.7079, 1.4334, 2.4103)  -0.0006
O (-8.0230, 1.0162, 2.9524)  0.0020
O (-6.0083, 2.5915, 2.9706)  0.0002
O (-5.7244, 0.0481, 2.4942)  0.0095
H (-4.9029, -0.9189, 0.7474)  -0.0041
H (-6.3714, -1.6033, 1.3500)  0.0029
H (-7.8282, -0.0808, 0.2198)  0.0024
H (-6.5036, 0.1398, -0.7725)  0.0011
C (-3.4789, -5.7232, -0.8175)  0.0001
C (-2.5013, -4.7264, -0.2961)  -0.0003
O (-3.2451, -3.5967, -0.1283)  -0.0007
S (-4.8357, -3.8699, 0.1812)  -0.0002
O (-5.6627, -3.2090, -0.8551)  0.0001
O (-5.0814, -3.6997, 1.5939)  0.0000
O (-4.6368, -5.4928, -0.1534)  0.0000
H (-3.1542, -6.7588, -0.7159)  0.0000
H (-3.8123, -5.6540, -1.8529)  0.0000
H (-1.7569, -4.5822, -1.0792)  0.0002
H (-2.0031, -4.9393, 0.6497)  -0.0001
C (-2.0453, -0.6865, -4.2448)  -0.0009
C (-1.5587, -1.8403, -3.3634)  0.0004
O (-0.6962, -2.7173, -4.1967)  0.0017
S (-0.5601, -2.1553, -5.7635)  -0.0004
O (-0.8171, -3.2291, -6.7050)  0.0003
O (0.6683, -1.4113, -5.9109)  0.0002
O (-1.7915, -1.0802, -5.6043)  0.0012
H (-1.4047, 0.1876, -4.1284)  0.0009
H (-3.0862, -0.3628, -4.2441)  0.0003
H (-2.4590, -2.3762, -3.0627)  -0.0002
H (-1.0013, -1.6893, -2.4390)  -0.0019
C (0.5560, 2.7511, -7.5028)  0.0000
C (0.9117, 4.2460, -7.3825)  0.0000
O (-0.1735, 4.9533, -6.9156)  0.0002
S (-1.2569, 3.9574, -6.0836)  -0.0001
O (-2.6123, 4.2373, -6.3694)  0.0002
O (-0.7546, 3.9379, -4.6870)  0.0012
O (-0.7139, 2.6230, -6.8959)  0.0000
H (1.2942, 2.1361, -6.9880)  0.0000
H (0.4361, 2.4527, -8.5443)  0.0000
H (1.3486, 4.5976, -8.3171)  0.0000
H (1.7680, 4.3677, -6.7191)  0.0000
C (4.6283, -2.6718, -1.5197)  0.0000
C (4.0345, -4.1084, -1.9160)  0.0000
O (2.8007, -3.7348, -2.4981)  0.0000
S (2.2260, -2.1711, -2.0798)  0.0012
O (0.9670, -2.4267, -1.3806)  -0.0006
O (2.1742, -1.0988, -3.1099)  0.0000
O (3.4838, -1.8989, -1.1127)  0.0002
H (5.1166, -2.2134, -2.3797)  0.0000
H (5.3887, -2.5723, -0.7452)  0.0000
H (3.9911, -4.7978, -1.0729)  0.0000
H (4.7103, -4.4863, -2.6832)  0.0000
C (0.8125, 1.3527, -1.1105)  0.1112
C (-0.3151, 2.1011, -1.7439)  0.0108
O (-1.4913, 1.2797, -1.8007)  0.3217
P (-2.5653, 1.2145, -0.5584)  -0.0148
O (-3.8467, 0.5674, -0.8949)  0.1037
O (-2.7415, 2.7439, -0.0359)  0.0420
C (-3.9435, 3.1779, 0.5415)  0.0113
C (-3.6809, 4.5518, 1.1382)  0.0032
O (-1.7239, 0.4963, 0.6028)  0.2670
C (-1.8704, -0.9313, 0.7560)  0.0386
C (-0.7444, -1.4232, 1.6997)  -0.0057
H (1.1528, 0.4380, -1.5960)  -0.0093
H (1.6808, 2.0096, -1.0586)  -0.0131
H (0.5048, 1.1835, -0.0787)  0.0116
H (-0.6111, 3.0174, -1.2331)  -0.0082
H (-0.0326, 2.3461, -2.7678)  0.0489
H (-4.7339, 3.1606, -0.2088)  0.0038
H (-4.0503, 2.6179, 1.4706)  0.0035
H (-3.0474, 4.6020, 2.0238)  0.0002
H (-3.3257, 5.2425, 0.3735)  0.0011
H (-4.5970, 5.0720, 1.4177)  0.0001
H (-2.8912, -1.1580, 1.0638)  0.0137
H (-1.6201, -1.5016, -0.1386)  0.0275
H (-0.4542, -0.6093, 2.3641)  0.0017
H (-1.0221, -2.2677, 2.3304)  0.0006
H (0.0764, -1.8772, 1.1444)  0.0036
C (-0.0491, 4.3599, 3.2269)  0.0000
C (0.5196, 4.5372, 1.8252)  -0.0014
O (1.1119, 5.7996, 1.8853)  0.0001
P (2.6693, 6.0107, 1.5660)  0.0000
O (3.0680, 7.4113, 1.4878)  0.0000
O (3.2728, 5.1468, 2.8037)  0.0000
C (4.5692, 5.0265, 3.2151)  0.0000
C (4.8433, 3.6441, 3.7009)  -0.0001
O (2.7595, 5.1661, 0.1497)  0.0001
C (4.0566, 4.7494, -0.4091)  0.0000
C (4.5202, 3.3187, 0.0159)  0.0000
H (0.7387, 3.8276, 3.7601)  -0.0001
H (-0.2795, 5.2584, 3.7993)  0.0000
H (-0.9803, 3.7960, 3.1724)  0.0002
H (1.2394, 3.7469, 1.6125)  0.0008
H (-0.2246, 4.4554, 1.0330)  0.0000
H (5.3277, 5.1753, 2.4465)  0.0000
H (4.8260, 5.7725, 3.9672)  0.0000
H (4.3701, 2.9360, 3.0206)  0.0000
H (5.9191, 3.4701, 3.7222)  0.0000
H (4.3873, 3.4429, 4.6703)  0.0000
H (3.9795, 4.7845, -1.4958)  0.0000
H (4.8741, 5.4442, -0.2168)  0.0000
H (4.0491, 2.5855, -0.6389)  -0.0007
H (5.6050, 3.3274, -0.0902)  0.0000
H (4.4034, 3.0998, 1.0772)  0.0002

Computed properties:
**Charge**: +1
**LUMO level (spin up / spin down)**: -2.387 / -9.815 eV
**Multiplicity**: 2
**HOMO-LUMO gap (spin up / spin down)**: 9.9319 / 2.5032 eV

***

Entry 5:
This record from the Open Molecules 2025 dataset describes a structure of composition C20H19BiN6O2S. The level of theory is ωB97M-V with the def2-TZVPD basis set.

Last column: natural (NBO) charge in e.
Cartesian coordinates (Å):
Bi (0.7845, 0.4194, 0.1787)  2.0047
C (-0.1796, -0.5551, -3.0902)  -0.2625
O (0.6572, -0.9709, -1.9929)  -0.5872
C (0.5336, -2.3562, -1.6778)  -0.1028
C (1.6929, -2.6833, -0.7731)  -0.0961
O (1.6033, -1.9092, 0.4182)  -0.6009
C (2.6833, -2.1617, 1.3192)  -0.2669
H (-0.0087, -1.2154, -3.9404)  0.2187
H (0.1117, 0.4506, -3.3776)  0.2144
H (-1.2358, -0.5848, -2.8200)  0.1968
H (0.6281, -2.9633, -2.5806)  0.2283
H (-0.4379, -2.5567, -1.2190)  0.2000
H (2.6339, -2.4511, -1.2829)  0.2069
H (1.6750, -3.7534, -0.5457)  0.2190
H (2.6928, -3.2134, 1.6126)  0.2180
H (2.5223, -1.5491, 2.2047)  0.1979
H (3.6480, -1.9160, 0.8685)  0.2045
N (-1.6356, -0.2229, 3.6959)  -0.5231
C (-1.5194, -1.6093, 4.0015)  0.1784
C (-1.4118, -2.0300, 5.3162)  -0.2159
C (-1.1736, -3.3718, 5.5843)  -0.1667
C (-1.0369, -4.2819, 4.5480)  -0.1729
C (-1.1538, -3.8600, 3.2282)  -0.1776
C (-1.4067, -2.5261, 2.9678)  -0.2609
S (-1.6246, -1.9160, 1.3175)  0.5196
N (-0.8559, -0.3910, 1.5138)  -0.8221
C (-1.1175, 0.3149, 2.5961)  0.4908
C (-0.8243, 1.7601, 2.5640)  0.1306
C (-1.5443, 2.6937, 3.2914)  -0.1932
C (-1.2399, 4.0400, 3.1318)  -0.0898
C (-0.2194, 4.4094, 2.2707)  -0.1870
C (0.4441, 3.4196, 1.5683)  0.0766
N (0.1377, 2.1274, 1.7090)  -0.5370
H (-1.8047, 0.3852, 4.4840)  0.4334
H (-1.5171, -1.3175, 6.1260)  0.2334
H (-1.0934, -3.7048, 6.6094)  0.2508
H (-0.8501, -5.3257, 4.7583)  0.2492
H (-1.0944, -4.5666, 2.4106)  0.2400
H (-2.3611, 2.3971, 3.9356)  0.2469
H (-1.8005, 4.7897, 3.6736)  0.2662
H (0.0488, 5.4461, 2.1257)  0.2733
H (1.2382, 3.6553, 0.8697)  0.2294
N (-0.7742, 1.3628, -0.8377)  -0.8095
C (-1.1142, 2.2333, -1.5704)  0.5883
C (-1.4927, 3.2394, -2.3579)  -0.4772
C (-1.3400, 3.1204, -3.7707)  0.2540
N (-1.1549, 2.9912, -4.8978)  -0.2320
C (-1.9790, 4.4202, -1.7230)  0.2709
N (-2.3214, 5.3455, -1.1325)  -0.2599

Computed properties:
**Charge**: +2
**LUMO level**: -7.393 eV
**ΔE to the lowest compared entry with this formula, charge and spin**: 0.349 eV
**HOMO-LUMO gap**: 6.8003 eV

***

Entry 6:
This record from the Open Molecules 2025 dataset describes a structure of composition C12H21AsBrO. The level of theory is ωB97M-V with the def2-TZVPD basis set.

Last column: natural (NBO) charge in e.
Cartesian coordinates (Å):
C (2.6434, -0.0675, 2.1024)  -0.6542
C (3.1925, 0.3227, 0.6956)  0.0051
C (4.1430, 1.4478, 0.6652)  -0.2326
C (4.7050, 1.8482, -0.6096)  -0.2372
C (4.3459, 1.1477, -1.8390)  -0.2490
C (3.4086, 0.0469, -1.7669)  -0.1949
C (2.7786, -0.3968, -0.5043)  0.0007
C (1.7868, -1.5875, -0.5663)  -0.7413
As (-0.1624, -1.1837, -0.1246)  0.8792
Br (0.0304, 1.2065, -0.5836)  -0.5633
C (-2.0768, -0.8416, 0.4973)  -0.7109
C (-3.0656, -0.4619, -0.6608)  -0.4194
C (-4.5429, -0.4537, -0.0275)  -0.4159
C (-4.9311, 0.9567, 0.5478)  -0.0703
O (-5.6314, 1.6979, -0.4906)  -0.7487
H (2.3081, -1.1416, 2.0758)  0.2248
H (3.4091, 0.1298, 2.8924)  0.1971
H (1.7089, 0.5216, 2.3160)  0.2382
H (4.4039, 1.9856, 1.6036)  0.2037
H (5.4166, 2.7055, -0.6101)  0.1961
H (4.8323, 1.4849, -2.7813)  0.2040
H (3.1562, -0.4837, -2.7107)  0.2019
H (1.8294, -2.0050, -1.6056)  0.2091
H (2.1303, -2.4041, 0.1332)  0.2130
H (-0.6188, -1.3894, -1.6057)  -0.1648
H (-0.3823, -2.7308, 0.0875)  -0.1856
H (0.2640, -1.0367, 1.3774)  -0.1831
H (-2.0263, 0.0407, 1.2020)  0.1994
H (-2.4570, -1.7142, 1.0888)  0.1906
H (-3.0990, -1.1909, -1.5063)  0.2014
H (-2.9068, 0.5986, -1.0023)  0.2160
H (-5.2890, -0.8121, -0.7824)  0.2034
H (-4.5854, -1.1766, 0.8396)  0.1887
H (-4.0046, 1.5197, 0.8573)  0.1745
H (-5.5768, 0.9015, 1.4646)  0.1557
H (-5.1366, 2.5156, -0.6690)  0.4685

Computed properties:
**Charge**: -1
**LUMO level**: 3.168 eV
**HOMO-LUMO gap**: 7.0540 eV

***

Number 1: maximum force 7.71 eV Å⁻¹. Number 2: maximum force 4.55 eV Å⁻¹. Number 3: maximum force 1.81 eV Å⁻¹. Number 4: maximum force 5.32 eV Å⁻¹. Number 5: maximum force 1.41 eV Å⁻¹. Number 6: maximum force 3.04 eV Å⁻¹.